Formula: C47H122N6O17
Source: OMol25
Level of theory: the ωB97M-V functional and the def2-TZVPD basis

Results
Energy relative to the best compared isomer or geometry (same formula, charge and spin) (kJ/mol): 160.02
Total energy (eV): -94454.9718
Frontier orbital gap (eV): 8.9
M (g/mol): 1043.5
SMILES: COCCNCCOC.COCCNCCOC.COCCNCCOC.COCCNCCOC.COCCNCCOC.COCCNCCOC.CC(C)O.CCO.CCO.CCO.CCO
E_LUMO (eV): 0.51

Positions of all 192 atoms, in Å:
C: 4.2101 -0.1455 5.1444
O: 4.3882 0.0344 3.7758
C: 3.9598 -1.0858 2.9566
C: 3.9234 -0.7335 1.4654
N: 5.2077 -0.6175 0.7758
C: 5.9927 0.5086 1.2882
C: 7.1931 0.8039 0.4795
O: 8.2472 -0.1091 0.7609
C: 9.3038 -0.0828 -0.2130
H: 4.8413 -0.9602 5.5600
H: 3.1696 -0.4470 5.3813
H: 4.4309 0.7851 5.6346
H: 3.0056 -1.4580 3.3100
H: 4.7078 -1.8936 2.9696
H: 3.2377 0.0990 1.4147
H: 3.2649 -1.4528 0.9753
H: 4.9884 -0.4541 -0.1896
H: 6.2503 0.3577 2.3588
H: 5.3675 1.3875 1.2603
H: 7.3909 1.8369 0.6981
H: 7.0381 0.7730 -0.6358
H: 9.0538 -0.3983 -1.2472
H: 10.0491 -0.6961 0.2301
H: 9.7609 0.9159 -0.2153
C: -0.4473 6.4536 -4.9113
O: 0.3099 5.6166 -5.7886
C: 1.2494 4.8508 -5.0482
C: 0.5804 3.9094 -4.0913
N: 0.7693 4.3286 -2.6658
C: 0.0694 3.4520 -1.7179
C: -1.4124 3.3893 -1.9817
O: -1.9803 4.6713 -1.9546
C: -3.3411 4.7301 -2.3358
H: -0.9102 5.8465 -4.1377
H: -1.1687 7.0139 -5.5292
H: 0.2253 7.1318 -4.4342
H: 1.9768 5.4459 -4.5252
H: 1.7313 4.2614 -5.8151
H: 0.9586 2.8953 -4.1985
H: -0.4652 3.7927 -4.4354
H: 0.4460 5.3050 -2.5899
H: 0.2807 3.9082 -0.7356
H: 0.5226 2.4291 -1.7454
H: -1.9494 2.7391 -1.2924
H: -1.5647 3.0181 -3.0029
H: -3.6101 5.7856 -2.3542
H: -3.9611 4.2786 -1.5468
H: -3.5623 4.2217 -3.2703
C: 0.0719 9.3616 4.6647
O: 1.2275 9.2101 3.8562
C: 0.8845 9.1859 2.4157
C: 0.1092 7.9785 1.8872
N: 0.9882 6.8147 2.0786
C: 0.6000 5.5163 1.5312
C: 1.1385 4.3766 2.4294
O: 0.8542 3.1954 1.7656
C: 0.8524 2.0383 2.5308
H: 0.3376 9.1744 5.7114
H: -0.6984 8.6125 4.4320
H: -0.3972 10.3634 4.5743
H: 1.8653 9.2687 1.9302
H: 0.3442 10.1002 2.1024
H: 0.0038 8.1299 0.8200
H: -0.8856 7.7203 2.3075
H: 1.1880 6.7974 3.0545
H: 1.0142 5.2939 0.5430
H: -0.5123 5.3841 1.5136
H: 0.6032 4.3447 3.4000
H: 2.2124 4.4763 2.6527
H: 0.2712 1.2768 2.0734
H: 0.4497 2.1299 3.5208
H: 1.8719 1.6780 2.5659
C: -9.5721 -2.9189 4.5754
O: -8.4536 -2.2042 4.0310
C: -7.2784 -2.3361 4.7413
C: -6.1145 -1.7063 3.9414
N: -6.4600 -0.2952 3.7243
C: -5.5584 0.1823 2.6655
C: -4.0616 0.4505 2.9220
O: -3.4807 0.6408 1.6563
C: -3.2976 -0.4468 0.7653
H: -9.4238 -4.0079 4.5918
H: -10.4785 -2.6922 4.0065
H: -9.8176 -2.5923 5.5951
H: -7.0356 -3.3942 4.8532
H: -7.2789 -1.8212 5.7006
H: -5.9695 -2.2938 2.9983
H: -5.2651 -1.7548 4.6429
H: -7.3803 -0.3247 3.3169
H: -5.9449 1.1044 2.2159
H: -5.5338 -0.6149 1.8936
H: -3.6306 -0.3872 3.4629
H: -3.9336 1.3272 3.5150
H: -4.2401 -0.8888 0.3883
H: -2.7036 -1.2036 1.2655
H: -2.6947 -0.1351 -0.1024
C: -9.1654 -4.8154 -1.5166
O: -8.4191 -4.2411 -0.4812
C: -8.1874 -5.1779 0.5573
C: -7.3702 -4.4237 1.6342
N: -5.9592 -4.4944 1.3607
C: -5.3480 -3.5661 0.4084
C: -3.8552 -3.6582 0.4201
O: -3.3022 -2.8496 -0.6554
C: -2.8438 -3.6666 -1.6883
H: -10.1856 -5.1380 -1.1938
H: -8.6604 -5.6721 -2.0161
H: -9.3012 -4.0511 -2.2995
H: -7.5956 -6.0696 0.2533
H: -9.1429 -5.5012 0.9836
H: -7.4689 -4.8488 2.6223
H: -7.7938 -3.3835 1.6842
H: -5.3976 -4.3691 2.2169
H: -5.6026 -2.5253 0.5091
H: -5.6331 -3.8679 -0.5995
H: -3.4202 -4.6580 0.2475
H: -3.4379 -3.2907 1.3625
H: -3.4905 -4.4896 -2.0633
H: -1.8549 -4.0642 -1.4727
H: -2.7023 -3.0036 -2.5423
C: 5.1572 -0.3180 -2.9392
O: 4.2693 -0.9374 -2.0402
C: 3.9549 -2.1984 -2.5251
C: 5.0389 -3.2475 -2.1902
N: 5.1617 -3.5368 -0.7587
C: 6.4332 -4.3998 -0.4758
C: 7.7628 -3.7722 -0.8762
O: 8.0323 -3.9973 -2.2012
C: 9.3366 -3.6499 -2.6397
H: 4.9898 -0.5409 -3.9950
H: 6.1441 -0.6881 -2.7273
H: 5.1284 0.7569 -2.7378
H: 3.8484 -2.2425 -3.6284
H: 2.9968 -2.5379 -2.1213
H: 6.0090 -2.9582 -2.5556
H: 4.7173 -4.2139 -2.6706
H: 5.3823 -2.6896 -0.2476
H: 6.3044 -5.3754 -0.9450
H: 6.5370 -4.5567 0.6168
H: 8.5865 -4.1650 -0.2526
H: 7.6558 -2.6809 -0.6950
H: 10.1328 -4.2107 -2.1278
H: 9.3863 -2.5391 -2.4804
H: 9.3703 -4.0283 -3.6802
C: -3.0952 1.2758 -5.2939
C: -3.0219 0.5448 -3.9363
C: -4.1050 -0.5451 -3.8121
O: -1.6937 -0.0213 -3.7636
H: -3.3078 0.6501 -6.1850
H: -2.2243 1.8884 -5.4766
H: -3.9676 1.9304 -5.3125
H: -3.0528 1.3256 -3.1691
H: -3.8548 -1.1297 -2.9427
H: -4.1856 -1.1983 -4.7228
H: -5.0441 -0.0054 -3.6153
H: -1.5619 -0.5980 -4.5219
C: 1.8961 0.2553 -4.0935
C: 1.5559 -0.1587 -5.5301
O: 0.4811 -1.0552 -5.4831
H: 0.9946 0.5831 -3.5828
H: 2.6306 1.0647 -4.0134
H: 2.2969 -0.5847 -3.5222
H: 2.4390 -0.6516 -5.9368
H: 1.3338 0.6893 -6.1528
H: 0.2165 -1.2000 -6.3789
C: -0.4020 -1.1067 4.9903
C: -0.5641 -1.4994 3.5421
O: 0.7408 -1.5597 2.9221
H: -1.3980 -1.1361 5.3896
H: -0.0008 -0.0905 5.0814
H: 0.2639 -1.7768 5.5323
H: -1.2170 -0.7657 3.0167
H: -0.9904 -2.4805 3.4546
H: 0.6718 -1.8112 1.9706
C: 0.0937 0.0342 -0.6358
C: 0.0387 -1.4975 -0.7264
O: 0.9605 -2.0780 0.1593
H: 1.1494 0.3870 -0.6288
H: -0.3851 0.4634 0.2820
H: -0.4117 0.5179 -1.4404
H: 0.2363 -1.7441 -1.7456
H: -0.9499 -1.8577 -0.5312
H: 1.3529 -2.9175 -0.2203
C: 3.2872 -4.3543 1.9881
C: 2.7312 -5.1838 0.8473
O: 2.5339 -4.4750 -0.3795
H: 4.2264 -3.8412 1.7327
H: 3.4848 -4.9691 2.8840
H: 2.5729 -3.6064 2.2846
H: 1.7811 -5.5712 1.1213
H: 3.3350 -6.0478 0.6885
H: 3.4141 -4.0955 -0.5298

Forces on the atoms, in the same order (eV/Å):
-0.55 -1.32 0.29
-0.19 -0.35 -1.19
1.50 -0.02 -0.39
-1.15 -0.19 0.73
-0.24 -0.27 1.20
-0.78 -0.83 0.42
0.53 -0.63 -1.46
0.16 0.19 -0.81
-0.50 0.98 0.94
0.00 0.40 -0.20
0.20 0.25 -0.10
0.16 0.37 0.23
-0.27 0.06 -0.06
0.03 -0.02 0.76
0.19 1.35 -0.32
0.49 -0.62 -0.07
-0.02 0.09 -0.46
-0.02 -0.05 -0.76
-0.32 0.73 0.13
1.07 0.68 0.21
-0.43 -0.04 0.77
-0.26 0.10 0.61
0.69 -0.93 -0.03
-0.22 0.07 -0.40
-0.02 -0.51 -1.10
-0.17 0.55 0.41
-0.57 -0.60 -1.01
-0.32 -0.35 1.21
-0.31 -0.18 -1.47
0.69 0.71 0.37
-0.54 -0.42 -0.63
0.09 0.90 -0.04
0.12 -0.02 1.23
-0.55 0.11 0.03
0.19 -0.36 0.42
0.49 0.83 0.47
0.41 0.60 0.20
0.47 -0.05 -0.18
0.40 -0.07 0.17
0.10 0.32 0.27
0.05 -0.79 0.26
-0.30 -0.63 -0.19
-0.40 0.88 -0.02
0.05 -0.30 0.26
-0.05 -0.46 0.10
0.02 -0.05 -0.35
-0.01 -0.14 -0.14
0.16 0.01 -0.37
-0.33 -0.12 0.16
-1.14 -0.19 -1.46
0.00 0.93 0.76
1.08 -1.39 0.30
0.11 0.16 -0.93
-0.34 -0.38 1.39
-0.50 0.59 0.54
-0.79 -0.01 -1.07
1.10 -0.36 -0.03
0.22 0.25 -0.25
0.09 0.11 -0.15
0.35 -0.35 -0.03
-0.32 -0.46 0.04
0.00 -0.11 0.61
-0.24 0.19 -0.30
0.20 0.86 -0.03
0.28 -0.49 0.69
-0.12 0.58 -0.05
0.63 0.10 -0.25
0.17 0.39 -0.15
-0.05 0.13 -0.18
-0.55 -0.52 -0.76
-0.16 0.56 0.80
0.39 -0.40 0.50
0.02 0.42 0.22
-1.76 -0.13 -0.35
1.67 -0.22 -0.37
-1.34 -0.14 1.25
1.54 -0.53 -0.44
-0.14 0.03 -0.79
-1.41 -1.34 -0.39
0.61 1.07 -0.49
-0.16 -0.11 0.22
0.21 0.18 -0.12
0.44 0.00 -0.33
0.39 -0.01 0.03
-0.01 -0.27 0.42
-0.41 -0.09 0.35
0.20 0.50 0.55
0.09 -0.19 -0.68
-0.41 0.28 -0.05
-0.12 -0.21 0.05
-0.20 0.56 -0.07
0.38 -0.35 0.08
0.34 0.79 0.23
0.49 0.34 0.24
0.03 -0.48 0.11
-0.40 0.29 0.40
-0.63 0.00 -1.08
0.10 -0.73 -0.08
0.70 0.52 1.11
-0.64 0.61 -0.63
2.01 0.70 0.56
-0.46 -1.32 -1.05
1.62 0.06 -0.39
-1.01 -0.70 0.92
0.53 0.28 -1.54
0.66 0.11 0.00
-0.13 0.28 0.50
0.04 -0.18 0.37
-0.39 0.47 -0.21
-0.10 -0.09 -0.07
-0.49 -0.36 0.21
0.39 -0.63 -0.03
-0.76 -0.34 -0.29
-0.49 0.62 0.32
-0.35 0.13 -0.13
-0.72 0.03 0.45
0.00 0.08 0.04
-0.09 0.43 0.72
0.17 -0.35 0.25
0.05 0.01 -0.12
0.57 0.76 0.53
-0.60 0.47 -0.82
0.21 -2.25 0.02
-0.84 -0.84 0.02
1.91 -1.17 0.60
-1.14 0.63 0.37
-0.41 0.77 0.93
0.32 -1.08 -1.53
-0.88 0.18 -0.12
-0.54 0.12 0.03
0.86 0.01 0.05
0.02 -0.13 -0.22
-0.01 0.40 0.35
0.04 0.25 0.22
0.26 0.16 -0.73
0.46 0.86 0.15
-0.31 0.54 0.09
0.00 0.02 -0.07
-0.62 0.11 -0.47
-0.27 0.10 0.05
0.34 -0.17 0.23
-0.20 0.36 0.39
0.78 -0.87 -0.61
0.09 0.92 0.35
-0.99 -0.19 -0.19
0.96 -0.36 -1.24
0.16 1.03 -0.22
-0.95 0.26 -0.01
0.56 -0.22 0.60
0.32 0.10 0.01
-0.04 0.28 0.27
-0.44 -0.42 0.15
-0.14 -0.40 0.31
0.12 0.70 0.80
-0.02 -0.53 -0.24
0.51 -0.13 -0.03
-0.15 -0.02 -0.01
1.26 0.21 1.26
-0.46 -0.33 0.52
-0.19 0.06 0.02
-0.08 -0.11 -0.33
-0.14 0.03 -0.17
0.15 -0.09 -0.31
-0.21 0.60 -0.26
-0.35 -0.36 -0.82
0.29 0.29 -0.52
1.27 0.57 -0.90
-0.58 0.15 -0.13
-0.44 0.07 0.72
-0.12 -0.15 -0.05
-0.11 -0.14 -0.04
0.33 -0.35 0.24
-0.61 -0.59 0.07
0.00 0.20 0.51
0.57 0.14 1.60
-0.12 1.47 -0.11
0.93 -1.28 -0.08
-0.55 -0.32 -0.06
0.42 -0.62 -0.51
-0.42 0.02 -0.89
0.46 -0.42 -0.88
-0.82 -0.19 0.29
-0.41 0.87 0.63
0.49 -0.01 0.23
-0.09 0.45 0.08
-0.28 0.00 0.60
-0.28 -0.24 -0.07
-0.10 0.04 -0.42
-0.33 0.46 0.12
-1.04 -0.27 0.31
0.81 -0.70 -0.37
0.65 0.31 -0.33